(1)
{
  "formula": "C4H12N2O",
  "method": "wB97M-V/def2-TZVPD",
  "elements": ["C", "N", "C", "O", "C", "N", "C", "H", "H", "H", "H", "H", "H", "H", "H", "H", "H", "H", "H"],
  "xyz": [[1.23, 0.91, 0.93], [2.41, 0.94, 0.20], [-2.19, -1.80, 0.71], [-0.85, -1.52, 0.73], [-0.05, 1.31, 0.15], [-0.52, 0.43, -0.88], [0.45, -0.03, -1.87], [1.04, -0.12, 1.30], [1.23, 1.58, 1.80], [2.97, 1.70, 0.59], [-2.75, -1.30, -0.11], [-2.34, -2.88, 0.53], [-2.71, -1.57, 1.66], [0.22, 2.23, -0.37], [-0.88, 1.54, 0.82], [-0.96, -0.37, -0.40], [1.35, -0.42, -1.40], [0.03, -0.66, -2.64], [0.77, 0.88, -2.39]],
  "mulliken_charge": [-0.28, -0.47, -0.60, -0.64, -0.59, -0.14, -0.91, 0.24, 0.41, 0.27, 0.25, 0.22, 0.19, 0.35, 0.33, 0.36, 0.37, 0.31, 0.32],
  "e_tot_ev": -9363.4355,
  "lumo_ev": -3.2513,
  "gap_ev": 4.5,
  "homo_energy_ev": -7.713,
  "de_lowest_kcal_mol": 178.91
}


(2)
{
  "formula": "C4H12N2O",
  "method": "wB97M-V/def2-TZVPD",
  "elements": ["N", "C", "C", "N", "C", "C", "O", "H", "H", "H", "H", "H", "H", "H", "H", "H", "H", "H", "H"],
  "xyz": [[1.36, -0.69, 1.48], [0.01, -0.16, 1.78], [-1.09, -0.84, 1.01], [-1.04, -0.62, -0.49], [-0.68, 0.73, -0.98], [0.53, 0.54, -1.96], [1.72, 0.98, -1.46], [1.33, -1.15, 0.57], [2.05, 0.08, 1.33], [-0.18, -0.47, 2.85], [-0.05, 1.02, 1.77], [-2.10, -0.46, 1.39], [-1.00, -1.94, 1.12], [-1.87, -1.01, -0.88], [-0.40, 1.41, -0.21], [-1.57, 1.24, -1.48], [0.56, -0.48, -2.42], [0.28, 1.24, -2.75], [2.15, 0.57, -0.70]],
  "mulliken_charge": [-0.66, -0.42, -0.58, -0.28, -0.38, -0.51, -0.51, 0.31, 0.26, 0.30, 0.23, 0.31, 0.32, 0.21, 0.20, 0.37, 0.28, 0.29, 0.26],
  "e_tot_ev": -9368.6965,
  "lumo_ev": 0.9476,
  "gap_ev": 9.6,
  "homo_energy_ev": -8.635,
  "de_lowest_kcal_mol": 57.59
}


(3)
{
  "formula": "C4H12N2O",
  "method": "wB97M-V/def2-TZVPD",
  "elements": ["C", "N", "C", "C", "C", "N", "O", "H", "H", "H", "H", "H", "H", "H", "H", "H", "H", "H", "H"],
  "xyz": [[-1.23, -0.89, -0.79], [-0.50, 0.34, -0.55], [-1.40, 1.24, 0.61], [0.75, 0.27, 0.06], [1.00, -0.62, 1.27], [1.61, -0.37, -1.31], [1.34, 1.49, 0.28], [-1.25, -1.60, 0.05], [-0.84, -1.40, -1.67], [-2.27, -0.64, -0.99], [-0.82, 2.08, 0.97], [-2.23, 1.58, 0.01], [-1.74, 0.59, 1.42], [2.07, -0.79, 1.34], [0.67, -0.11, 2.18], [0.50, -1.58, 1.20], [1.18, -0.25, -2.22], [1.91, -1.34, -1.32], [1.25, 1.99, -0.55]],
  "mulliken_charge": [-1.02, -0.23, -1.01, 1.00, -1.58, -0.72, -0.48, 0.36, 0.32, 0.33, 0.37, 0.36, 0.33, 0.44, 0.35, 0.36, 0.24, 0.20, 0.39],
  "e_tot_ev": -9368.3731,
  "lumo_ev": 0.9852,
  "gap_ev": 9.5,
  "homo_energy_ev": -8.535,
  "de_lowest_kcal_mol": 65.05
}


(4)
{
  "formula": "C4H12N2O",
  "method": "wB97M-V/def2-TZVPD",
  "elements": ["C", "C", "N", "C", "C", "N", "O", "H", "H", "H", "H", "H", "H", "H", "H", "H", "H", "H", "H"],
  "xyz": [[-0.18, 2.66, 0.33], [-0.49, 1.30, -0.26], [0.67, 0.42, -0.22], [0.41, -0.94, -0.37], [1.63, -1.82, -0.25], [-0.93, -1.41, 0.68], [-2.12, -1.47, -0.16], [0.69, 3.11, -0.15], [-1.03, 3.33, 0.17], [0.01, 2.59, 1.40], [-0.81, 1.37, -1.30], [-1.30, 0.74, 0.32], [1.24, 0.61, 0.61], [-0.15, -1.11, -1.29], [1.34, -2.85, -0.06], [2.28, -1.47, 0.56], [2.21, -1.78, -1.17], [-1.22, -0.86, 1.49], [-2.27, -2.42, -0.31]],
  "mulliken_charge": [-1.32, -0.10, -0.35, 0.19, -1.19, -0.54, -0.42, 0.34, 0.39, 0.34, 0.23, 0.22, 0.29, 0.35, 0.37, 0.31, 0.31, 0.28, 0.32],
  "e_tot_ev": -9367.6298,
  "lumo_ev": 1.1140,
  "gap_ev": 9.4,
  "homo_energy_ev": -8.309,
  "de_lowest_kcal_mol": 82.19
}


(5)
{
  "formula": "C4H12N2O",
  "method": "wB97M-V/def2-TZVPD",
  "elements": ["N", "C", "C", "N", "C", "C", "O", "H", "H", "H", "H", "H", "H", "H", "H", "H", "H", "H", "H"],
  "xyz": [[-0.99, 0.91, -0.94], [-0.45, 1.99, 0.52], [0.57, 1.05, 1.37], [0.15, -0.39, 1.17], [0.86, -1.03, -0.04], [-0.20, -1.96, -0.62], [0.23, -2.69, -1.77], [-1.51, 1.71, -1.34], [0.00, 1.55, -0.50], [-1.48, 1.80, 0.92], [-0.18, 2.99, 0.50], [1.61, 1.19, 1.11], [0.36, 1.15, 2.41], [-0.85, -0.59, 0.83], [1.07, -0.24, -0.68], [1.84, -1.50, 0.14], [-0.52, -2.64, 0.18], [-1.06, -1.25, -0.81], [0.54, -2.07, -2.45]],
  "mulliken_charge": [-0.53, -0.53, -0.60, -0.51, -0.45, -0.58, -0.52, 0.20, 0.11, 0.33, 0.44, 0.35, 0.33, 0.34, 0.35, 0.39, 0.35, 0.23, 0.30],
  "e_tot_ev": -9364.3228,
  "lumo_ev": 0.6148,
  "gap_ev": 9.3,
  "homo_energy_ev": -8.702,
  "de_lowest_kcal_mol": 158.45
}


(6)
{
  "formula": "C4H12N2O",
  "method": "wB97M-V/def2-TZVPD",
  "elements": ["C", "N", "C", "C", "N", "C", "O", "H", "H", "H", "H", "H", "H", "H", "H", "H", "H", "H", "H"],
  "xyz": [[-2.58, 1.20, -0.81], [-1.21, 0.66, -0.75], [-0.60, 0.96, 0.52], [0.15, -0.28, 1.16], [1.59, -0.52, 0.60], [2.19, -1.34, -0.54], [2.54, -2.63, -0.30], [-3.20, 0.36, -0.29], [-2.97, 1.31, -1.82], [-2.68, 2.25, -0.32], [-0.55, 1.04, -1.44], [-1.34, 1.42, 1.28], [-0.08, 1.90, 0.30], [0.26, 0.30, 2.15], [-0.43, -1.23, 1.31], [2.25, 0.05, 1.16], [1.63, -1.28, -1.44], [3.14, -0.87, -0.69], [1.89, -3.30, -0.09]],
  "mulliken_charge": [-0.79, -0.37, -0.63, -0.60, -0.20, -0.40, -0.54, 0.23, 0.33, 0.27, 0.28, 0.37, 0.42, 0.26, 0.26, 0.23, 0.32, 0.27, 0.30],
  "e_tot_ev": -9367.5455,
  "lumo_ev": 0.9980,
  "gap_ev": 9.4,
  "homo_energy_ev": -8.370,
  "de_lowest_kcal_mol": 84.13
}


Repeat the fourth record exactly.
{
  "formula": "C4H12N2O",
  "method": "wB97M-V/def2-TZVPD",
  "elements": ["C", "C", "N", "C", "C", "N", "O", "H", "H", "H", "H", "H", "H", "H", "H", "H", "H", "H", "H"],
  "xyz": [[-0.18, 2.66, 0.33], [-0.49, 1.30, -0.26], [0.67, 0.42, -0.22], [0.41, -0.94, -0.37], [1.63, -1.82, -0.25], [-0.93, -1.41, 0.68], [-2.12, -1.47, -0.16], [0.69, 3.11, -0.15], [-1.03, 3.33, 0.17], [0.01, 2.59, 1.40], [-0.81, 1.37, -1.30], [-1.30, 0.74, 0.32], [1.24, 0.61, 0.61], [-0.15, -1.11, -1.29], [1.34, -2.85, -0.06], [2.28, -1.47, 0.56], [2.21, -1.78, -1.17], [-1.22, -0.86, 1.49], [-2.27, -2.42, -0.31]],
  "mulliken_charge": [-1.32, -0.10, -0.35, 0.19, -1.19, -0.54, -0.42, 0.34, 0.39, 0.34, 0.23, 0.22, 0.29, 0.35, 0.37, 0.31, 0.31, 0.28, 0.32],
  "e_tot_ev": -9367.6298,
  "lumo_ev": 1.1140,
  "gap_ev": 9.4,
  "homo_energy_ev": -8.309,
  "de_lowest_kcal_mol": 82.19
}